Formula: C23H66F3O14S12
Source: OMol25
Level of theory: the ωB97M-V functional and the def2-TZVPD basis

Computed properties:
* LUMO level (alpha / beta): -0.6 / -4.9 eV
* spin multiplicity: 2
* total charge: 0

```
118
C23H66F3O14S12 | OMol25 | the ωB97M-V functional and the def2-TZVPD basis
C -0.15070 -1.10588 -0.58198
F 0.59569 -1.89251 -1.43799
F -1.42681 -1.47840 -0.65696
F 0.18846 -1.32222 0.71438
S -0.08763 0.84572 -0.89874
O -0.73248 1.00564 -2.22920
O -0.84844 1.47690 0.19443
O 1.34621 1.09153 -0.87973
C 3.31213 3.21654 -1.60860
S 3.94929 4.80032 -2.32409
O 4.40492 5.61202 -1.07893
C 5.44539 3.94455 -2.94077
H 2.90148 2.49265 -2.31249
H 2.48263 3.60732 -1.01925
H 3.95579 2.81302 -0.82696
H 6.24355 4.59882 -3.29143
H 5.10222 3.45092 -3.84998
H 5.74191 3.21380 -2.18831
C -1.28118 -2.66513 -4.06591
S 0.20859 -2.63940 -5.21756
O 1.43659 -3.09891 -4.47601
C -0.29097 -4.19400 -6.11222
H -2.17313 -2.99598 -4.59796
H -1.40468 -1.67333 -3.63096
H -1.05076 -3.28265 -3.19777
H -0.88917 -4.88603 -5.51947
H 0.64157 -4.61710 -6.48565
H -0.97217 -4.02740 -6.94667
C 5.98428 3.24683 3.35988
S 4.50230 3.36048 2.19149
O 4.81985 4.21458 0.95509
C 4.42504 1.58873 1.53730
H 5.79494 2.57144 4.19420
H 6.29915 4.22017 3.73614
H 6.80899 2.74821 2.85064
H 4.47272 0.89922 2.38015
H 5.30059 1.35885 0.93012
H 3.47092 1.32720 1.07974
C -4.21590 -1.22014 -2.15639
S -5.32331 -0.30068 -1.07391
O -5.98536 -1.36388 -0.20993
C -4.00277 0.34549 -0.05191
H -3.63279 -2.00743 -1.67863
H -3.60379 -0.52840 -2.73511
H -4.82321 -1.77511 -2.87144
H -3.36896 0.89261 -0.74979
H -3.44965 -0.50283 0.35123
H -4.44429 0.93010 0.75518
C 3.56632 -1.93466 1.32917
S 3.53534 -3.53090 0.38791
O 4.09915 -3.25650 -1.02228
C 4.73867 -4.57786 1.33723
H 4.19790 -1.26494 0.74548
H 3.85848 -2.00497 2.37693
H 2.59350 -1.45290 1.23105
H 5.72067 -4.10800 1.28230
H 4.87302 -5.57457 0.91696
H 4.33094 -4.80298 2.32271
C -4.07919 5.27194 -0.96322
S -4.66669 3.83364 -1.87370
O -5.24623 4.38687 -3.15881
C -2.97098 3.23332 -2.22639
H -3.21606 5.74069 -1.43585
H -3.95001 5.21227 0.11745
H -4.87285 6.01531 -1.03813
H -2.42692 3.10220 -1.29102
H -2.46694 3.91451 -2.91198
H -3.18275 2.22293 -2.57617
C 0.57070 -4.36844 2.40475
S 1.64298 -4.31589 3.90311
O 1.67005 -2.90862 4.42454
C 0.49460 -5.07362 5.05364
H 0.91083 -5.18737 1.77089
H 0.79948 -3.45715 1.85221
H -0.50080 -4.32656 2.60029
H -0.01165 -5.91823 4.58625
H -0.19467 -4.25710 5.26883
H 1.00708 -5.16669 6.01114
C -0.14138 1.28028 -5.59725
S -0.20878 3.15775 -5.79540
O -1.65903 3.60216 -5.71929
C 0.54234 3.69657 -4.20080
H 0.46568 0.84213 -6.38947
H -1.09952 0.85609 -5.89747
H 0.08875 0.93363 -4.58979
H 0.82507 4.74309 -4.31470
H 1.38453 3.07343 -3.89992
H -0.20277 3.53086 -3.42270
C -3.10103 -4.22272 0.90455
S -3.65278 -5.24377 2.27232
O -3.22321 -4.70240 3.60389
C -5.45630 -4.84450 2.22865
H -3.21127 -3.14726 1.04362
H -3.60466 -4.48862 -0.02484
H -2.02310 -4.32674 0.78071
H -5.66082 -3.78017 2.11256
H -6.05690 -5.38615 2.95939
H -5.79022 -5.27682 1.28541
C -1.58969 -1.85143 3.97529
S -1.41650 -1.13665 5.67068
O -2.18717 0.17885 5.61571
C -2.70735 -2.34394 6.43316
H -1.35827 -2.90343 4.14210
H -0.96876 -1.30059 3.26880
H -2.59169 -1.78619 3.55121
H -3.61936 -2.17618 5.86027
H -2.97854 -2.10263 7.46093
H -2.33218 -3.35736 6.29057
C 0.64739 5.32815 2.74938
S 1.07252 5.97606 1.09144
O 2.58320 5.68338 0.99635
C 0.28871 4.68100 0.02678
H -0.23054 4.68253 2.77208
H 0.58514 6.15986 3.45115
H 1.56041 4.81783 3.05608
H 0.62323 4.89005 -0.98934
H -0.79317 4.78772 0.10581
H 0.69680 3.73384 0.37954
```


Formula: C23H68ClNO11
Source: OMol25
Level of theory: the ωB97M-V functional and the def2-TZVPD basis

Computed properties:
* LUMO level: 0.6 eV
* SMILES string: NCCOCCl.CCO.CCO.CCO.CCO.CCO.CCO.CCO.CCO.CCO.CCO
* total charge: 0

```
104
C23H68ClNO11 | OMol25 | the ωB97M-V functional and the def2-TZVPD basis
N -0.86567 -2.05365 -4.54295
C -1.58720 -0.98382 -3.86532
C -2.80063 -0.45862 -4.63093
O -3.46155 -1.53150 -5.32268
C -4.74189 -1.81813 -4.91018
Cl -4.86058 -2.21149 -3.15393
H -0.94903 -1.96758 -5.54605
H -1.22115 -2.95711 -4.26297
H -0.88887 -0.15565 -3.74634
H -1.84496 -1.28341 -2.85494
H -3.47908 0.09867 -3.99262
H -2.42621 0.22738 -5.38624
H -5.44625 -1.02167 -5.13747
H -5.06010 -2.71377 -5.42852
C -0.82889 -3.20252 -0.19288
C 0.45858 -3.94085 -0.50062
O 0.38601 -4.57220 -1.77763
H -1.67633 -3.88924 -0.21663
H -0.79075 -2.72794 0.78939
H -1.01600 -2.43031 -0.94310
H 0.63565 -4.72533 0.23351
H 1.31300 -3.25636 -0.48009
H 0.24256 -3.87457 -2.42668
C -1.56731 -5.42029 3.69375
C -0.07680 -5.22378 3.50905
O 0.28571 -3.84525 3.62205
H -2.11947 -4.83606 2.95578
H -1.83354 -6.46978 3.58142
H -1.88562 -5.08037 4.68281
H 0.22561 -5.54849 2.51467
H 0.48593 -5.80672 4.24556
H 0.02864 -3.54820 4.50277
C 0.63452 0.23427 4.45790
C 1.19153 -0.04537 5.84093
O 1.10051 -1.43417 6.16392
H -0.40697 -0.08251 4.39967
H 0.69246 1.29706 4.21810
H 1.18833 -0.32256 3.69855
H 0.62361 0.49898 6.59483
H 2.23840 0.27056 5.90968
H 1.61538 -1.91699 5.50726
C 0.91751 2.73375 -7.40600
C -0.15038 1.66005 -7.49752
O -0.99918 1.66405 -6.35176
H 1.52253 2.59381 -6.50937
H 1.57433 2.71258 -8.27635
H 0.46266 3.72516 -7.34234
H 0.30351 0.67103 -7.54381
H -0.75624 1.80069 -8.39885
H -1.41527 2.53494 -6.29388
C -0.39562 -8.79999 0.00164
C -1.45338 -9.13475 1.03728
O -1.98181 -7.96090 1.65114
H 0.41752 -8.23502 0.45832
H 0.01601 -9.70561 -0.44601
H -0.81479 -8.18253 -0.79605
H -1.02685 -9.73438 1.83979
H -2.26813 -9.70784 0.58224
H -2.37694 -7.41922 0.95918
C -0.60141 4.74639 -2.58237
C -1.33518 3.89981 -3.60411
O -1.42446 4.56004 -4.86953
H -1.09751 5.70722 -2.45401
H -0.55713 4.23891 -1.61688
H 0.41841 4.95438 -2.91121
H -2.35914 3.71081 -3.28482
H -0.83546 2.93349 -3.73466
H -0.52488 4.72980 -5.17128
C 5.61548 2.29170 -8.13535
C 4.88167 3.35390 -8.93347
O 4.46534 4.43315 -8.09849
H 4.97680 1.90805 -7.33939
H 5.92004 1.45976 -8.77204
H 6.50895 2.71037 -7.66643
H 3.98266 2.93652 -9.38407
H 5.51795 3.74165 -9.73594
H 5.25796 4.81098 -7.70309
C -0.57852 9.21682 -0.95801
C 0.66545 8.43466 -1.33693
O 0.55764 7.86342 -2.63832
H -1.45785 8.57341 -0.99752
H -0.49167 9.63005 0.04776
H -0.74325 10.04171 -1.65511
H 0.81703 7.60335 -0.65001
H 1.55073 9.07775 -1.29117
H 0.43557 8.58232 -3.26761
C -1.96128 0.99207 8.65098
C -1.75869 -0.20789 9.55581
O -1.29922 -1.33918 8.82751
H -2.68171 0.76019 7.86532
H -2.32145 1.85674 9.21163
H -1.02028 1.26110 8.17150
H -2.69596 -0.49886 10.02823
H -1.03952 0.02903 10.34998
H -0.46248 -1.10227 8.40910
C 3.00946 0.30756 9.59746
C 2.51929 1.72673 9.37673
O 1.09481 1.78367 9.43657
H 2.58360 -0.36085 8.84731
H 4.09756 0.25175 9.54030
H 2.69648 -0.06001 10.57757
H 2.81431 2.08434 8.39150
H 2.94305 2.40330 10.12608
H 0.82977 1.47562 10.30994
```


Formula: C23H68N8O11
Source: OMol25
Level of theory: the ωB97M-V functional and the def2-TZVPD basis

Computed properties:
* LUMO level: 0.0 eV
* relative energy (zero: lowest compared OMol25 entry of this formula, charge and spin): 215.0 kcal/mol
* SMILES string: NC(N)=O.NC(N)=O.NC(N)=O.NC(N)=O.CC(C)O.CC(C)O.CC(C)O.CC(C)O.CC(C)O.CC(C)O.CO
* total charge: 0

```
110
C23H68N8O11 | OMol25 | the ωB97M-V functional and the def2-TZVPD basis
N 1.16508 -2.16169 -3.70613
C 0.19508 -2.69769 -3.15313
N -0.30492 -3.62369 -3.88213
O -0.25292 -2.47869 -1.89813
H 1.65808 -1.41869 -3.23113
H 1.50408 -2.44769 -4.57813
H -1.27192 -3.94469 -3.61513
H -0.27592 -3.60769 -4.93013
N 5.13108 0.13131 -2.35413
C 3.92308 0.05331 -1.87113
N 3.89208 0.04431 -0.55713
O 2.81208 0.00031 -2.74113
H 5.21408 0.07231 -3.37613
H 5.85308 -0.12969 -1.67013
H 2.99108 0.23331 -0.08513
H 4.64708 -0.32269 0.12487
N -4.15992 1.58631 2.71887
C -3.23192 1.32131 1.83387
N -3.39592 0.13731 1.38887
O -2.23392 2.19931 1.46987
H -4.23392 2.52331 3.15387
H -4.66292 0.84831 3.22587
H -2.88192 -0.26369 0.65687
H -4.28392 -0.36169 1.61787
N -2.17792 -1.26669 -4.25913
C -3.13192 -0.97769 -3.43113
N -2.87192 -1.42669 -2.24213
O -4.25292 -0.31369 -3.79613
H -2.44892 -1.12569 -5.25613
H -1.20192 -1.39769 -4.11313
H -1.97492 -1.74169 -1.91513
H -3.60692 -1.32069 -1.55713
C -0.35392 -0.86569 0.76387
C 0.65008 -0.11269 -0.14413
C 0.04708 0.93431 -1.06813
O 1.48708 0.46331 0.52487
H -0.80492 -0.26069 1.54387
H 0.11408 -1.78069 1.20087
H -1.13792 -1.25369 0.14887
H 1.19808 -0.83169 -0.74213
H 0.80408 1.25331 -1.85413
H -0.26092 1.82331 -0.42413
H -0.87692 0.60031 -1.60613
H 1.02708 0.90631 1.18687
C 2.76108 -3.12369 0.58787
C 2.88908 -3.65369 -0.80513
C 4.25308 -3.57069 -1.36113
O 2.48908 -4.85069 -0.89213
H 1.71408 -3.15069 0.91987
H 2.94308 -2.07069 0.67587
H 3.41708 -3.71069 1.23987
H 2.23508 -3.05469 -1.48813
H 4.27908 -3.73069 -2.42013
H 4.88108 -4.34569 -0.90613
H 4.72908 -2.57169 -1.21113
H 1.66608 -4.93269 -0.39613
C -3.12392 2.10431 -1.93413
C -3.28492 3.54931 -1.42813
C -4.59692 3.67331 -0.55413
O -2.33892 3.96531 -0.76313
H -3.99292 1.78031 -2.47313
H -2.87492 1.48431 -1.06813
H -2.29592 2.07031 -2.64113
H -3.41392 4.25131 -2.27513
H -4.39492 3.32931 0.42687
H -5.39492 3.12431 -0.98213
H -5.00692 4.64631 -0.51913
H -2.23992 3.35331 -0.02713
C -0.79892 2.53731 4.53687
C 0.20108 1.78331 3.76987
C 0.11508 0.30031 3.98787
O 0.14008 2.01731 2.56487
H -0.79892 2.16231 5.58187
H -1.80092 2.61631 4.10587
H -0.55592 3.57831 4.49087
H 1.20308 2.10131 4.09887
H -0.84692 -0.25769 3.75087
H 0.46608 -0.00869 4.98687
H 0.92108 -0.18569 3.40487
H -0.81292 2.07231 2.36287
C 1.10908 4.19131 -0.54713
C 2.39108 3.58031 -1.03213
C 2.39208 3.84831 -2.53113
O 3.45408 4.05531 -0.59413
H 0.78108 3.84131 0.40487
H 0.26908 4.02431 -1.18513
H 1.23908 5.27031 -0.54513
H 2.43508 2.50131 -0.78313
H 1.61008 3.26231 -3.06813
H 3.27308 3.43831 -3.03613
H 2.23308 4.93931 -2.75713
H 4.16408 3.47131 -0.88413
C -2.67992 -2.76569 2.21187
C -1.93292 -3.87369 2.84287
C -2.71392 -5.17369 2.51187
O -0.71992 -3.98869 2.63887
H -3.74492 -2.94369 2.15787
H -2.34292 -2.66869 1.18987
H -2.45092 -1.79969 2.67387
H -2.04392 -3.73069 3.88087
H -2.75792 -5.26169 1.42587
H -3.72192 -5.07369 2.83087
H -2.31692 -6.09569 2.97987
H -0.58692 -4.08469 1.70587
C 3.51008 1.84431 2.45487
O 4.56108 1.88331 1.50687
H 3.67608 2.24131 3.41987
H 3.10808 0.89531 2.60487
H 2.70208 2.45431 1.96687
H 4.35308 1.43831 0.70487
```


Formula: C23H68NO10S9
Source: OMol25
Level of theory: the ωB97M-V functional and the def2-TZVPD basis

Computed properties:
* LUMO level: -1.9 eV
* relative energy (zero: lowest compared OMol25 entry of this formula, charge and spin): 65.2 kcal/mol
* total charge: +1

```
111
C23H68NO10S9 | OMol25 | the ωB97M-V functional and the def2-TZVPD basis
C 37.37100 2.86800 30.97200
N 37.02100 3.07800 29.53600
C 35.63700 3.75700 29.47200
C 38.10200 4.01200 28.98400
C 36.97700 1.80900 28.79400
C 38.42800 0.92700 28.79900
O 38.37700 -0.23600 28.12400
H 36.53200 2.19300 31.43900
H 37.43800 3.72500 31.39500
H 38.35500 2.35600 31.03700
H 34.92700 3.00400 30.02800
H 35.29700 3.90100 28.51300
H 35.62600 4.94400 29.88900
H 37.78600 4.27200 28.13100
H 39.08600 3.67500 28.95200
H 38.09900 5.11900 29.19500
H 36.65000 2.10700 27.78200
H 36.39000 1.16100 29.25900
H 38.73200 0.71100 29.76900
H 39.06900 1.53800 28.69700
H 38.27700 -0.17600 27.16300
C 35.99200 8.97000 32.10800
S 37.26900 7.67800 32.09100
O 36.72700 6.34500 31.55300
C 38.22000 8.30300 30.73400
H 35.84300 9.22600 31.07800
H 36.40300 9.61000 32.75200
H 35.05700 8.64100 32.66600
H 38.57500 9.30100 31.13000
H 37.44200 8.32500 29.87400
H 39.05400 7.64800 30.41800
C 42.64700 3.47800 29.29500
S 42.50000 1.84000 29.67300
O 41.07400 1.63600 30.26200
C 42.46600 1.14500 27.99900
H 42.54100 4.03800 30.32800
H 41.90300 4.20200 28.63700
H 43.56700 3.73900 28.65200
H 41.44200 1.50200 27.56200
H 42.57700 0.06200 27.94400
H 43.22100 1.38700 27.23600
C 34.95800 6.37700 23.67700
S 34.92900 5.71800 25.29500
O 35.01800 4.23100 25.22900
C 36.56400 6.30100 25.89600
H 34.25400 5.75700 23.13400
H 35.76700 5.98200 23.15400
H 34.76300 7.52700 23.63700
H 37.36000 6.05800 25.33600
H 36.83700 6.17500 26.99200
H 36.46500 7.46100 25.79800
C 42.04300 4.42700 25.54200
S 40.88700 5.75400 25.97300
O 39.93500 4.96000 26.98900
C 41.94400 6.72400 27.14800
H 42.15600 3.95400 26.50000
H 42.92700 4.69800 25.17200
H 41.60900 3.66400 24.76400
H 42.39500 6.07000 27.90600
H 41.31100 7.44500 27.67800
H 42.59700 7.21000 26.27000
C 40.70500 5.42400 32.08300
S 40.55600 4.76500 33.77400
O 39.03900 4.54700 33.95900
C 41.13600 3.16700 33.31800
H 40.14100 6.46200 32.07700
H 39.97100 5.06800 31.44100
H 41.89100 5.36500 31.60100
H 40.47600 2.82400 32.40000
H 41.12900 2.44900 34.16300
H 42.06800 3.20600 32.75500
C 32.96800 7.12800 30.54000
S 32.63900 7.44400 28.82600
O 33.94600 7.28400 28.06900
C 31.86000 5.88400 28.65400
H 33.64200 7.96600 31.00200
H 33.70500 6.18200 30.72100
H 32.00700 6.76400 31.20700
H 31.15300 5.62600 29.34800
H 32.57400 5.09300 28.64800
H 31.37600 5.91000 27.51700
C 32.41300 2.51500 26.44900
S 31.99200 1.48800 27.98600
O 33.06800 1.84000 29.02800
C 30.44600 2.27200 28.37500
H 31.75200 2.18800 25.44600
H 33.44400 2.38200 26.03600
H 32.33500 3.51600 26.76200
H 29.74400 2.17100 27.53200
H 30.61900 3.18800 28.61300
H 30.02400 1.71900 29.36500
C 37.09800 0.70700 22.92500
S 36.58200 1.44600 24.47400
O 36.75500 0.31800 25.63500
C 38.00900 2.49300 24.59700
H 37.66500 -0.32400 23.11400
H 37.56300 1.36500 22.26700
H 36.06900 0.70900 22.31400
H 38.87100 2.07000 24.59400
H 38.10700 3.02800 25.55200
H 37.93500 3.10300 23.79200
C 34.62200 -2.35300 33.84400
S 34.67700 -0.69000 33.24600
O 36.16000 -0.31800 33.51300
C 34.48700 -1.25700 31.64300
H 33.75500 -2.95100 33.35000
H 34.58100 -2.38600 34.86300
H 35.46200 -3.01700 33.54200
H 34.56200 -0.25600 30.99500
H 33.54300 -1.63600 31.56000
H 35.40400 -1.81700 31.29400
```